Model 1:
Entry from the Open Molecules 2025 dataset: 2 unconnected molecules or ions with the total composition CHNO3S (the ωB97M-V functional and the def2-TZVPD basis).

Lowest unoccupied orbital energy: -0.11 eV
SMILES: O=C=S.O=NO
Charge: 0
Kohn-Sham gap: 10.3 eV
HOMO energy: -10.368 eV

Structure (XYZ):
```
7
CHNO3S | the Open Molecules 2025 dataset | the ωB97M-V functional and the def2-TZVPD basis
S -3.6016 0.6450 -0.5552
O -3.7824 -1.6487 0.8336
O -1.1594 -0.0786 0.4189
O -0.6832 1.8774 -0.1872
N -0.3550 0.5905 -0.2157
C -3.6699 -0.6730 0.2335
H -1.6449 2.0045 0.1094
```



Model 2:
Entry from the Open Molecules 2025 dataset: 3 unconnected molecules or ions with the total composition CHNO3S (the ωB97M-V functional and the def2-TZVPD basis).

Lowest unoccupied orbital energy: -1.87 eV
Charge: 0
Kohn-Sham gap: 9.1 eV
HOMO energy: -10.929 eV

Structure (XYZ):
```
7
CHNO3S | the Open Molecules 2025 dataset | the ωB97M-V functional and the def2-TZVPD basis
S 0.0817 0.8116 -1.6424
O -1.2121 -0.9827 -0.5196
O 1.2943 -0.0049 -1.4155
O -0.2139 1.8433 -0.7201
N -0.5348 -0.7717 0.4522
C 0.2286 -0.9516 1.3037
H 0.3562 0.0560 2.5417
```



Which one is most stable, and which one is least stable? model 1 is the most stable of them, while model 2 is the least stable.



Model 1:
Entry from the Open Molecules 2025 dataset: 2 unconnected molecules or ions with the total composition C4H13N3O (the ωB97M-V functional and the def2-TZVPD basis).

Lowest unoccupied orbital energy: 0.80 eV
SMILES: [H]/N=C(\N)NCCC.O
Charge: 0
Kohn-Sham gap: 10.0 eV
HOMO energy: -9.184 eV

Structure (XYZ):
```
21
C4H13N3O | the Open Molecules 2025 dataset | the ωB97M-V functional and the def2-TZVPD basis
O 3.2945 0.0421 0.6077
N 0.7754 1.9672 0.0479
N -0.9219 0.3699 -0.1843
N -0.2945 1.6007 -2.0289
C -1.3067 -1.6229 1.2362
C -0.1419 1.3590 -0.7904
C -0.2847 -0.7259 0.5336
C -1.9345 -2.6901 0.2873
H 0.3153 -1.3754 -0.1194
H -2.0904 -1.0058 1.6478
H 3.8161 -0.0334 -0.2144
H 1.0159 2.9150 -0.1737
H 0.1873 2.4538 -2.3388
H 0.7731 1.7849 1.0367
H -1.5284 0.0072 -0.9063
H 0.4072 -0.3137 1.2593
H -2.0548 -3.6223 0.8397
H -0.7505 -2.1579 1.9892
H 2.3971 0.0873 0.2447
H -1.2840 -2.8257 -0.5736
H -2.9402 -2.3986 -0.0231
```



Model 2:
Entry from the Open Molecules 2025 dataset: 2 unconnected molecules or ions with the total composition C4H13N3O (the ωB97M-V functional and the def2-TZVPD basis).

Lowest unoccupied orbital energy: 0.74 eV
SMILES: [H]/N=C\NCCCN.O
Charge: 0
Kohn-Sham gap: 9.8 eV
HOMO energy: -9.099 eV

Structure (XYZ):
```
21
C4H13N3O | the Open Molecules 2025 dataset | the ωB97M-V functional and the def2-TZVPD basis
O -0.5599 1.2409 2.9141
N 0.9179 0.5021 0.3147
N -1.9668 -0.9957 -0.6678
N 2.1739 -0.8439 1.9563
C -0.0400 0.2113 -1.8870
C -1.4835 0.2269 -1.3567
C 0.9712 -0.4220 -0.9103
C 1.5171 0.1827 1.5873
H -0.2320 -0.4493 -2.7789
H -1.1774 0.4782 2.9157
H 0.6421 -1.4873 -0.6337
H 2.0934 -0.5172 -1.1817
H -1.3910 -1.1852 0.1774
H 2.5621 -1.6522 1.4137
H -0.6576 1.1648 1.9452
H -1.4064 0.9910 -0.5543
H 1.5644 1.0442 2.5490
H -2.2394 -1.7200 -1.2716
H 0.0963 1.2483 -2.3554
H -2.3379 0.4330 -2.1917
H 0.9535 1.5493 0.0158
```



Model 3:
Entry from the Open Molecules 2025 dataset: a molecular structure, C4H13N3O (the ωB97M-V functional and the def2-TZVPD basis).

Lowest unoccupied orbital energy: -3.82 eV
Charge: 0
Kohn-Sham gap: 4.0 eV
HOMO energy: -7.805 eV

Structure (XYZ):
```
21
C4H13N3O | the Open Molecules 2025 dataset | the ωB97M-V functional and the def2-TZVPD basis
O -2.4549 2.1788 0.5385
N 1.8655 -0.1514 1.6818
N -0.6928 0.1101 -0.7248
N 0.1976 2.3117 0.0492
C 0.3168 -2.2227 -0.2767
C -0.2946 -2.7026 -1.4106
C -0.1230 -0.8687 0.2813
C 0.1440 1.3353 -1.0424
H 0.7526 -0.5092 0.9910
H 2.2790 -0.4967 2.4940
H -0.0978 1.9183 -1.9464
H 1.0664 -2.8317 0.2535
H -2.9980 2.4639 1.2726
H 1.1817 0.9831 -1.1233
H -1.5943 0.4992 -0.2823
H 2.5734 0.1021 1.0346
H -1.0345 -2.0987 -1.9145
H 0.1982 -3.6004 -1.8509
H -0.7886 2.7648 0.1362
H 0.4938 1.8509 0.8302
H -0.9906 -1.0361 1.0092
```



Which one is most stable, and which one is least stable? model 1 is the most stable of them, while model 3 is the least stable.



Model 1:
Entry from the Open Molecules 2025 dataset: 2 unconnected molecules or ions with the total composition C4H13N3O (the ωB97M-V functional and the def2-TZVPD basis).

Lowest unoccupied orbital energy: 0.86 eV
SMILES: CNC=O.CNNC
Charge: 0
Kohn-Sham gap: 8.8 eV
HOMO energy: -7.895 eV

Structure (XYZ):
```
21
C4H13N3O | the Open Molecules 2025 dataset | the ωB97M-V functional and the def2-TZVPD basis
O 0.8371 0.9727 -1.8406
N 0.0026 -1.0975 -1.4297
N 0.8542 0.3319 1.0200
N -0.5577 0.4828 1.3563
C 0.9754 -0.1559 -1.4364
C -1.0646 1.7428 0.8437
C -1.2891 -0.8660 -2.0281
C 1.4510 -0.6926 1.8546
H -2.0926 -1.0910 -1.3220
H -1.4266 -1.4756 -2.9247
H 2.5205 -0.7156 1.6566
H 1.2880 1.2319 1.2175
H -0.7911 1.9263 -0.2008
H -0.6640 2.5516 1.4583
H -2.1495 1.7357 0.9424
H 1.0160 -1.6546 1.5866
H 1.9385 -0.5577 -1.0863
H -1.0200 -0.2828 0.8629
H -1.3400 0.1819 -2.3082
H 1.2828 -0.5310 2.9289
H 0.2294 -2.0373 -1.1511
```



Model 2:
Entry from the Open Molecules 2025 dataset: 2 unconnected molecules or ions with the total composition C4H13N3O (the ωB97M-V functional and the def2-TZVPD basis).

Lowest unoccupied orbital energy: 0.90 eV
SMILES: N/C=C(\N)O.CCN
Charge: 0
Kohn-Sham gap: 7.9 eV
HOMO energy: -7.003 eV

Structure (XYZ):
```
21
C4H13N3O | the Open Molecules 2025 dataset | the ωB97M-V functional and the def2-TZVPD basis
O -1.9780 -1.9636 1.7117
N 1.3374 -0.5553 1.7728
N 1.0754 0.6276 -0.7367
N -1.2905 -0.0584 2.8760
C 0.3193 1.2466 -3.0845
C -1.0816 -0.8966 1.7545
C -0.0118 0.4445 -1.8306
C 0.1405 -0.9937 1.1474
H -0.0557 -0.6224 -2.0524
H -0.9607 0.7654 -1.3993
H 1.0320 1.5888 -0.4094
H -0.4437 1.0726 -3.8421
H -2.1396 -2.2115 0.7970
H -2.2510 -0.1223 3.1897
H 0.2723 -1.7677 0.4033
H 1.2801 0.9453 -3.5016
H 1.1418 0.1727 2.4498
H 2.0074 0.4554 -1.1050
H 0.3636 2.3136 -2.8673
H 1.9388 -0.1394 1.0635
H -0.6960 -0.3017 3.6631
```



Which one is most stable, and which one is least stable? model 1 is the most stable of them, while model 2 is the least stable.



Model 1:
Entry from the Open Molecules 2025 dataset: 2 unconnected molecules or ions with the total composition CIN5O2 (the ωB97M-V functional and the def2-TZVPD basis).

Lowest unoccupied orbital energy: -1.82 eV
Charge: 0
Kohn-Sham gap: 7.7 eV
HOMO energy: -9.539 eV

Structure (XYZ):
```
9
CIN5O2 | the Open Molecules 2025 dataset | the ωB97M-V functional and the def2-TZVPD basis
I -2.7232 -0.0447 -0.1317
O 1.7402 1.7415 -1.6843
O 0.9616 -0.2563 -1.2577
N 1.0967 0.9511 -1.0642
N 0.2689 1.8500 1.1812
N -0.1907 -2.5705 1.7130
N -0.6711 -1.8274 0.9746
N -1.1043 -1.2009 0.0884
C 0.6219 1.3571 0.1808
```



Model 2:
Entry from the Open Molecules 2025 dataset: a molecular structure, CIN5O2 (the ωB97M-V functional and the def2-TZVPD basis).

Lowest unoccupied orbital energy: -2.45 eV
Charge: 0
Kohn-Sham gap: 8.1 eV
HOMO energy: -10.560 eV

Structure (XYZ):
```
9
CIN5O2 | the Open Molecules 2025 dataset | the ωB97M-V functional and the def2-TZVPD basis
I -2.9732 -0.1442 0.0276
O -0.9605 2.0211 -0.4385
O 1.0093 1.5705 0.2274
N 0.9128 -1.3843 0.5714
N -0.3007 -1.2109 1.0743
N -0.0513 1.3597 -0.2009
N -0.1403 -0.3408 -0.9535
N 1.0213 -0.9000 -0.6566
C -0.9163 -0.5760 0.1608
```



Which one is most stable, and which one is least stable? model 2 is the most stable of them, while model 1 is the least stable.



Model 1:
Entry from the Open Molecules 2025 dataset: a single C3H4N2OS2 molecule (the ωB97M-V functional and the def2-TZVPD basis).

Lowest unoccupied orbital energy: 0.09 eV
SMILES: S=C1COC(NS)=N1
Charge: 0
Kohn-Sham gap: 8.4 eV
HOMO energy: -8.285 eV

Structure (XYZ):
```
12
C3H4N2OS2 | the Open Molecules 2025 dataset | the ωB97M-V functional and the def2-TZVPD basis
S 0.8484 1.3510 -2.6155
S -2.8291 -1.5680 0.4865
O 0.7117 0.0195 1.0366
N 1.2671 0.9770 -0.9578
N -0.7479 -0.2624 -0.7323
C -0.3558 -0.9212 1.4816
C 0.4144 0.2391 -0.2675
C -1.3051 -0.9145 0.3484
H 0.3865 2.6464 -2.4343
H 0.1552 -1.9318 1.6143
H 2.2342 0.9854 -0.4916
H -0.7797 -0.6206 2.5316
```



Model 2:
Entry from the Open Molecules 2025 dataset: a single C3H4N2OS2 molecule (the ωB97M-V functional and the def2-TZVPD basis).

Lowest unoccupied orbital energy: 0.50 eV
SMILES: Nc1nc(S)oc1S
Charge: 0
Kohn-Sham gap: 8.7 eV
HOMO energy: -8.247 eV

Structure (XYZ):
```
12
C3H4N2OS2 | the Open Molecules 2025 dataset | the ωB97M-V functional and the def2-TZVPD basis
S -0.5407 -1.1787 2.5733
S -0.6406 1.8965 -1.7739
O -0.8614 0.3252 0.3366
N 0.8561 -1.1495 0.4054
N 1.9403 -0.5960 -1.6828
C 0.9629 -0.3752 -0.7497
C -0.0121 0.5952 -0.7650
C -0.2425 -0.6132 0.9417
H 2.3537 -1.5226 -1.9567
H -0.1466 2.9680 -1.1371
H 1.8413 -0.0266 -2.5038
H -2.0823 -0.9263 2.4948
```



Which one is most stable, and which one is least stable? model 1 is the most stable of them, while model 2 is the least stable.



Model 1:
Entry from the Open Molecules 2025 dataset: 2 unconnected molecules or ions with the total composition C4H14N2O (the ωB97M-V functional and the def2-TZVPD basis).

Expectation value of S²: 0.757
Multiplicity: 2
Lowest unoccupied orbital energy (alpha / beta): -3.23 / -7.89 eV
Charge: +1
Kohn-Sham gap (alpha / beta): 11.4 / 6.7 eV
HOMO energy (alpha / beta): -14.604 / -14.603 eV

Structure (XYZ):
```
21
C4H14N2O | the Open Molecules 2025 dataset | the ωB97M-V functional and the def2-TZVPD basis
O 1.3459 -2.2539 3.1970
N -1.0366 -1.2810 -1.9590
N 0.5218 0.2267 -0.8685
C 0.7148 2.0532 0.7121
C -1.4785 0.9157 0.4769
C 0.1491 -0.4496 -2.0847
C -0.2137 1.3295 -0.2819
H -0.4433 2.0189 -1.0989
H -1.1667 0.3477 1.3588
H 0.7885 -0.4335 -0.1214
H 0.4822 -1.9376 3.4611
H 0.1736 2.8129 1.2575
H 1.6194 2.3934 0.2135
H -0.8547 -2.0886 -1.3753
H -1.8906 1.8455 0.8684
H -2.2655 0.3481 -0.0065
H -1.8536 -0.7175 -1.7428
H 1.0034 -0.9878 -2.4990
H 0.0071 0.2765 -2.8896
H 1.1313 1.4073 1.4938
H 1.1927 -2.8923 2.4958
```



Model 2:
Entry from the Open Molecules 2025 dataset: a molecular structure, C4H14N2O (the ωB97M-V functional and the def2-TZVPD basis).

Expectation value of S²: 0.755
Multiplicity: 2
Lowest unoccupied orbital energy (alpha / beta): -2.73 / -8.03 eV
Charge: +1
Kohn-Sham gap (alpha / beta): 12.2 / 6.8 eV
HOMO energy (alpha / beta): -14.964 / -14.783 eV

Structure (XYZ):
```
21
C4H14N2O | the Open Molecules 2025 dataset | the ωB97M-V functional and the def2-TZVPD basis
O 1.0708 0.9717 0.8931
N 1.9815 0.3951 -1.2482
N -0.5292 -0.7633 0.1145
C -0.2327 -2.0815 0.6797
C -1.8773 -0.2200 0.2016
C -1.9415 1.2565 -0.1422
C 2.1978 0.9392 0.1090
H -2.2451 -0.4474 1.2029
H 0.8499 -2.2005 0.6569
H -2.5433 -0.7512 -0.4905
H 0.3041 0.1469 0.5366
H -0.5518 -2.0807 1.7210
H -1.3603 1.4603 -1.0463
H -2.9676 1.5752 -0.3047
H 2.8408 -0.0248 -1.5766
H 1.7290 1.1593 -1.8647
H -0.6873 -2.9258 0.1628
H -1.5408 1.8974 0.6441
H 3.0306 0.3757 0.5476
H 2.5464 1.9786 0.0027
H -0.0741 -0.6606 -0.7993
```



Model 3:
Entry from the Open Molecules 2025 dataset: 2 unconnected molecules or ions with the total composition C4H14N2O (the ωB97M-V functional and the def2-TZVPD basis).

Expectation value of S²: 0.755
Multiplicity: 2
Lowest unoccupied orbital energy (alpha / beta): -4.02 / -8.54 eV
Charge: +1
Kohn-Sham gap (alpha / beta): 8.7 / 4.2 eV
HOMO energy (alpha / beta): -12.742 / -12.739 eV

Structure (XYZ):
```
21
C4H14N2O | the Open Molecules 2025 dataset | the ωB97M-V functional and the def2-TZVPD basis
O -0.6235 2.4585 -2.1264
N 0.3505 2.0971 0.9030
N -0.4547 -2.6814 -0.3794
C -0.4019 0.9096 1.5288
C 0.8345 -0.6300 -0.1891
C 0.5171 -0.3765 1.2963
C -0.2108 -1.4023 -0.9305
H -0.2841 2.8658 0.8495
H 1.3823 0.2008 -0.8240
H -0.5964 1.1850 2.6107
H 0.0692 2.0763 -2.7218
H -1.2639 -2.6629 0.3020
H 0.1610 -1.5458 -1.9684
H 1.2781 -0.6305 2.0725
H -0.6048 -3.4953 -0.9335
H -0.1110 -1.2789 1.4096
H -0.4249 2.1100 -1.2414
H 1.4914 -1.5938 -0.4291
H -1.3808 0.7803 1.1448
H -1.1031 -0.7449 -0.8910
H 1.3758 2.3589 0.5173
```



Which one is most stable, and which one is least stable? model 1 is the most stable of them, while model 3 is the least stable.